{"formula": "C22H14BCl64FO2", "method": "wB97M-V/def2-TZVPD", "gap_ev": 9.75, "total_charge": 0, "spin_multiplicity": 1, "species": ["Cl", "Cl", "Cl", "Cl", "Cl", "Cl", "Cl", "Cl", "Cl", "Cl", "Cl", "Cl", "Cl", "Cl", "Cl", "Cl", "Cl", "Cl", "Cl", "Cl", "Cl", "Cl", "Cl", "Cl", "Cl", "Cl", "Cl", "Cl", "Cl", "Cl", "Cl", "Cl", "Cl", "Cl", "Cl", "Cl", "Cl", "Cl", "Cl", "Cl", "Cl", "Cl", "Cl", "Cl", "Cl", "Cl", "Cl", "Cl", "Cl", "Cl", "Cl", "Cl", "Cl", "Cl", "Cl", "Cl", "Cl", "Cl", "Cl", "Cl", "Cl", "Cl", "Cl", "Cl", "F", "O", "O", "C", "C", "C", "C", "C", "C", "C", "C", "C", "C", "C", "C", "C", "C", "C", "C", "C", "C", "C", "C", "C", "C", "B", "H", "H", "H", "H", "H", "H", "H", "H", "H", "H", "H", "H", "H", "H"], "xyz": [[5.293, -4.728, 1.142], [-2.733, -0.452, -3.930], [4.945, 2.362, 5.429], [5.144, 0.420, 3.306], [-0.431, 4.147, -1.108], [-10.828, -5.180, 1.241], [11.937, -1.325, -5.710], [-1.980, -2.250, 1.641], [-2.972, -0.075, 3.254], [1.505, 4.074, -3.777], [-11.187, -7.431, 3.010], [-7.212, -2.106, -1.474], [-3.237, 2.189, -4.983], [-1.030, 1.729, -3.158], [-9.583, 2.909, -1.586], [-7.568, -4.431, 0.199], [-5.309, -2.697, 0.616], [2.554, 1.345, 4.176], [-4.842, -5.813, 4.394], [-6.987, 3.840, -0.728], [10.387, 0.262, -2.401], [-7.191, 1.911, -2.859], [-8.908, -5.692, 3.341], [-7.755, -0.974, 5.206], [3.583, 2.486, -5.013], [0.931, 2.551, -6.163], [-2.523, 0.338, 0.459], [-0.262, -0.007, 2.246], [3.588, -4.409, -1.159], [0.317, 1.652, -9.379], [-2.381, -4.305, 4.471], [2.764, 6.212, 3.178], [0.682, 8.062, 2.423], [-7.021, 1.178, 3.431], [-7.813, 1.137, -0.151], [1.636, 6.106, 0.528], [-1.787, 3.399, -10.271], [-2.223, 0.541, -10.226], [-5.193, 0.324, 5.488], [3.320, 8.324, 1.289], [-1.795, -1.540, 10.779], [8.790, 2.180, -0.954], [-3.087, 4.839, -1.995], [-4.332, -3.976, 6.567], [-1.278, -3.232, 8.502], [-7.947, -1.808, 1.320], [3.394, -6.791, 0.456], [4.124, -0.366, 5.893], [-3.714, 1.645, -2.188], [7.515, 0.005, -2.356], [2.469, -4.263, 1.498], [2.623, 4.877, -6.306], [13.257, 0.840, -4.339], [-2.013, 1.996, -7.747], [-7.609, 1.729, 6.205], [-4.874, -2.968, 3.924], [9.048, -0.515, 0.034], [-1.547, -4.393, 11.128], [-0.944, 6.763, -2.227], [-3.859, -3.298, 9.797], [13.476, -1.852, -3.329], [-11.550, -4.744, 3.998], [-2.002, 6.071, 0.372], [14.814, -1.117, -5.778], [5.961, -0.046, 0.689], [1.064, -2.317, -3.358], [0.751, 1.248, -0.969], [3.787, 0.953, 0.448], [2.159, 3.491, -5.316], [-7.898, 2.449, -1.330], [-2.672, 1.277, -3.571], [-10.618, -5.763, 2.896], [-2.117, -3.116, 10.051], [0.801, -2.043, -0.933], [3.686, -5.052, 0.487], [-1.932, -0.502, 1.894], [-1.431, 1.895, -9.413], [13.373, -0.865, -4.790], [4.689, -0.244, 0.129], [-4.111, -4.266, 4.840], [4.199, 0.936, 4.701], [2.100, 7.176, 1.853], [2.213, -0.430, -2.285], [0.999, -1.362, -2.302], [3.247, 1.703, -0.811], [-7.008, -2.759, 0.152], [8.938, 0.482, -1.416], [-1.611, 5.459, -1.239], [-6.898, 0.566, 5.085], [2.045, 0.842, -1.360], [2.385, -0.102, -3.322], [1.382, -1.580, -0.132], [0.105, -0.773, -2.512], [2.903, 0.587, 0.991], [4.296, -1.149, 0.605], [3.107, -1.000, -1.993], [2.853, 2.661, -0.448], [1.866, -2.836, -3.261], [4.813, -0.394, -0.944], [1.076, -3.097, -1.025], [0.573, 0.854, -0.105], [-0.260, -2.034, -0.676], [4.303, 1.651, 1.107], [4.045, 1.899, -1.533]], "forces_ev_per_angstrom": [[0.0, 0.0, 0.0], [-0.1, 0.0, 0.0], [0.0, 0.0, 0.0], [0.0, 0.0, 0.3], [-0.1, 0.1, 0.2], [0.0, 0.0, 0.1], [0.0, 0.0, 0.0], [0.0, 0.1, 0.0], [0.2, 0.0, -0.1], [0.1, -0.1, 0.0], [0.0, 0.0, 0.0], [0.0, 0.0, 0.0], [-0.1, 0.0, 0.3], [-0.2, -0.1, -0.3], [0.0, 0.0, 0.0], [0.1, 0.0, -0.1], [0.1, 0.1, -0.2], [0.0, 0.0, 0.0], [0.0, 0.0, 0.0], [0.0, 0.0, 0.0], [0.0, 0.0, 0.0], [-0.1, 0.0, 0.0], [0.0, 0.0, 0.0], [0.0, 0.0, 0.0], [0.0, 0.0, 0.0], [0.1, 0.0, 0.1], [0.2, -0.1, 0.0], [0.0, 0.0, 0.0], [0.1, 0.0, 0.0], [0.0, -0.1, -0.2], [0.0, -0.1, 0.1], [0.0, 0.0, 0.0], [0.0, 0.0, 0.0], [0.0, 0.0, 0.0], [0.0, 0.1, 0.0], [0.1, 0.0, 0.1], [-0.1, 0.0, 0.0], [0.1, 0.0, 0.0], [-0.1, 0.0, 0.2], [0.0, 0.0, 0.0], [0.0, 0.0, 0.0], [0.0, 0.0, 0.0], [0.1, 0.2, 0.0], [0.0, 0.0, -0.1], [0.0, 0.0, 0.0], [0.0, -0.1, 0.0], [0.0, 0.0, 0.0], [0.0, 0.0, 0.0], [-0.2, -0.2, -0.1], [0.0, 0.0, 0.0], [0.0, 0.0, 0.0], [0.0, 0.0, 0.0], [0.0, 0.0, 0.0], [0.0, 0.0, -0.2], [0.0, 0.0, 0.0], [0.0, -0.1, 0.1], [0.0, 0.0, 0.0], [0.0, 0.0, 0.0], [0.0, 0.0, 0.0], [0.0, 0.0, 0.1], [0.0, 0.0, 0.0], [0.0, 0.0, 0.0], [0.0, 0.0, 0.0], [0.0, 0.0, 0.0], [0.0, 0.0, -0.3], [-0.2, 0.1, -0.1], [0.8, -0.6, 0.2], [-0.5, 0.0, -0.7], [0.0, 0.1, 0.0], [0.1, 0.0, 0.0], [0.1, -0.1, 0.0], [0.0, 0.0, 0.0], [0.0, 0.0, 0.0], [-0.4, -0.2, -0.5], [0.0, 0.0, 0.1], [-0.2, 0.1, 0.0], [0.1, 0.1, 0.0], [0.0, 0.0, 0.0], [-0.2, 0.1, 0.6], [0.0, 0.0, 0.0], [0.0, 0.0, 0.0], [0.1, 0.0, 0.0], [-0.3, -0.2, -0.1], [0.1, 0.2, 0.4], [0.0, 0.0, 0.3], [0.0, 0.0, 0.1], [0.0, 0.0, 0.1], [-0.1, 0.0, 0.0], [0.0, 0.0, -0.1], [-0.1, 0.5, -0.4], [0.1, 0.2, 0.1], [0.0, -0.1, 0.0], [0.1, 0.0, -0.2], [0.3, 0.1, 0.3], [0.1, 0.0, -0.3], [0.0, 0.0, -0.1], [0.1, 0.0, -0.2], [0.1, -0.1, 0.1], [0.1, 0.0, 0.1], [0.1, 0.1, 0.2], [-0.5, 0.2, 0.1], [0.1, 0.0, 0.2], [0.0, -0.1, -0.1], [0.1, -0.1, 0.1]]}

{"formula": "C40H61AsClGeO2OsPSi3", "method": "wB97M-V/def2-TZVPD", "gap_ev": [7.51, 3.20], "total_charge": 2, "s_squared": 6.03, "spin_multiplicity": 5, "e_above_lowest_ev": 1.4895, "species": ["Os", "As", "Ge", "Cl", "P", "Si", "Si", "Si", "O", "O", "C", "C", "C", "C", "C", "C", "C", "C", "C", "C", "C", "C", "C", "C", "C", "C", "C", "C", "C", "C", "C", "C", "C", "C", "C", "C", "C", "C", "C", "C", "C", "C", "C", "C", "C", "C", "C", "C", "C", "C", "H", "H", "H", "H", "H", "H", "H", "H", "H", "H", "H", "H", "H", "H", "H", "H", "H", "H", "H", "H", "H", "H", "H", "H", "H", "H", "H", "H", "H", "H", "H", "H", "H", "H", "H", "H", "H", "H", "H", "H", "H", "H", "H", "H", "H", "H", "H", "H", "H", "H", "H", "H", "H", "H", "H", "H", "H", "H", "H", "H", "H"], "xyz": [[-0.943, -2.495, -0.523], [-1.683, -1.215, -2.536], [1.974, 2.779, 2.414], [-2.225, -2.471, 1.956], [-1.552, -4.834, -0.680], [-3.559, 0.405, -2.879], [0.261, 0.108, -3.125], [-1.901, -2.724, -4.492], [0.041, -0.709, -0.013], [-2.044, -0.144, 0.222], [-0.215, 6.962, 1.785], [1.948, 2.337, 4.372], [0.038, 1.840, -2.329], [4.529, 2.327, 0.923], [-0.341, -3.789, -4.141], [4.622, 3.844, 2.777], [-0.790, -1.427, 3.980], [0.905, 2.716, 5.201], [-0.302, 4.667, 2.462], [0.923, 2.370, 6.544], [1.774, -0.879, -2.480], [-0.744, -2.084, 2.765], [0.466, -2.417, 2.139], [-2.677, -5.619, -1.898], [-0.941, 5.879, 2.254], [3.890, 2.968, 1.978], [1.137, 1.379, 1.228], [-3.601, 1.769, -1.553], [-3.619, -3.525, -4.223], [3.032, 1.645, 4.897], [5.866, 2.575, 0.661], [3.058, 1.319, 6.241], [6.577, 3.461, 1.453], [1.608, -1.359, 3.994], [-0.842, 0.072, 0.450], [-0.157, -6.022, -0.862], [0.396, -1.077, 4.604], [-2.396, -5.423, 0.838], [-3.192, 1.109, -4.621], [1.642, -2.008, 2.775], [1.773, 5.620, 1.730], [-1.908, -2.187, -6.324], [0.490, 0.340, -5.005], [1.135, 6.831, 1.511], [1.050, 4.528, 2.191], [-5.187, -0.589, -2.921], [2.009, 1.688, 7.064], [0.497, -3.269, 0.936], [5.954, 4.096, 2.516], [-0.374, 1.245, 1.293], [0.133, -4.255, 1.237], [0.741, -5.724, -0.328], [-2.911, 0.334, -5.328], [6.357, 2.080, -0.162], [3.860, 1.362, 4.260], [-1.160, -1.452, -6.596], [0.545, -3.280, -4.509], [1.489, -1.589, -1.701], [-3.324, -4.868, 0.977], [-2.701, -6.689, -1.689], [2.594, -2.236, 2.320], [0.087, -6.133, -1.918], [-0.703, 1.048, 2.318], [-0.705, 7.914, 1.635], [-4.080, 1.599, -5.007], [-2.401, 1.852, -4.608], [-1.743, -1.202, 4.432], [-6.027, 0.068, -2.711], [7.620, 3.647, 1.255], [-0.201, -3.945, -3.068], [-3.327, 1.365, -0.583], [-2.879, -1.798, -6.616], [3.979, 1.631, 0.305], [-0.566, 1.796, -1.426], [-4.368, -2.991, -4.798], [1.706, 7.673, 1.143], [2.511, -0.209, -2.047], [0.098, 2.653, 7.182], [0.461, -0.597, -5.550], [1.001, 2.265, -2.061], [-0.886, 2.150, 0.958], [0.077, 3.299, 4.817], [1.431, 1.605, 0.201], [-0.375, -4.756, -4.631], [-0.492, -6.985, -0.477], [-3.916, -3.486, -3.179], [-0.870, 3.825, 2.837], [-2.925, 2.586, -1.789], [-4.602, 2.181, -1.468], [4.127, 4.326, 3.610], [2.530, -1.079, 4.477], [-1.995, 5.980, 2.475], [-3.652, -4.558, -4.555], [-0.438, 2.536, -3.014], [3.907, 0.789, 6.643], [-5.359, -1.021, -3.902], [-0.248, 1.001, -5.442], [6.501, 4.786, 3.138], [-1.731, -3.071, -6.932], [-1.784, -5.296, 1.726], [0.372, -0.588, 5.563], [-2.327, -5.463, -2.914], [-5.210, -1.387, -2.183], [2.831, 5.526, 1.532], [2.264, -1.433, -3.277], [1.592, 0.424, 1.495], [1.512, -3.358, 0.538], [-3.687, -5.229, -1.794], [1.463, 0.782, -5.187], [2.043, 1.460, 8.118], [-2.640, -6.476, 0.715]], "forces_ev_per_angstrom": [[0.2, -0.4, 1.2], [-0.6, 0.7, -2.4], [0.6, -1.2, -0.2], [-0.4, -0.3, 0.1], [-0.2, -1.1, 0.1], [-0.1, 0.0, -0.2], [0.4, 0.1, -0.2], [0.0, -0.3, 0.1], [0.9, -0.6, -0.2], [0.3, 0.2, 0.5], [-0.1, 0.9, -0.3], [-0.2, 0.4, -0.9], [0.1, -0.7, -0.1], [-0.3, 0.0, 0.0], [-0.7, 0.2, 0.0], [-0.2, 0.0, 0.0], [0.0, 0.0, 0.0], [-0.2, 0.1, 0.1], [-2.1, 0.9, 0.4], [-0.1, 0.1, 0.0], [-0.6, 0.2, -0.1], [0.9, 0.2, 0.0], [0.0, 0.2, 0.8], [0.0, 0.5, 0.0], [-0.6, -2.0, 0.7], [-0.8, 0.2, 0.1], [0.3, 0.7, 0.5], [0.1, -0.6, -0.3], [0.7, 0.2, 0.1], [0.1, 0.0, -0.2], [0.1, 0.0, 0.0], [0.1, 0.0, -0.1], [0.0, 0.0, 0.1], [0.0, 0.1, 0.0], [-1.2, 0.6, 0.2], [0.0, 0.4, 0.1], [0.0, 0.0, -0.1], [0.1, 0.1, -0.1], [0.0, -0.3, 0.8], [-0.3, -0.1, -0.1], [0.5, 2.4, -0.6], [0.1, 0.2, 0.8], [-0.3, -0.2, 0.8], [1.7, -0.5, -0.3], [0.8, -1.9, 0.2], [0.7, 0.3, 0.1], [-0.1, 0.0, 0.1], [-0.6, 0.0, -0.8], [0.1, 0.0, 0.0], [0.2, -0.1, 0.0], [0.3, -0.1, -0.1], [0.0, 0.1, 0.0], [0.0, -0.2, -0.1], [0.0, -0.1, -0.1], [0.1, 0.0, 0.0], [0.1, 0.1, 0.0], [0.1, 0.2, -0.1], [0.1, 0.1, 0.0], [0.0, 0.0, 0.0], [0.1, 0.1, 0.1], [0.1, -0.1, -0.1], [0.0, 0.0, 0.0], [-0.1, -0.1, 0.0], [0.0, 0.1, 0.0], [-0.3, 0.1, 0.0], [0.2, 0.1, 0.1], [-0.1, 0.0, 0.1], [-0.1, 0.2, 0.1], [0.1, 0.0, -0.1], [0.0, 0.0, -0.1], [0.0, -0.1, 0.0], [-0.2, 0.1, 0.0], [0.0, -0.1, -0.1], [-0.1, 0.0, 0.1], [0.0, 0.2, -0.1], [-0.1, 0.0, 0.0], [0.1, 0.2, 0.1], [0.0, 0.1, 0.1], [0.1, -0.2, 0.0], [0.3, 0.0, 0.0], [-0.1, -0.1, -0.1], [-0.1, -0.1, 0.1], [0.1, 0.0, 0.0], [-0.1, -0.2, -0.1], [0.0, 0.0, 0.0], [-0.1, 0.0, 0.1], [0.0, 0.0, 0.0], [0.1, 0.1, -0.1], [-0.2, 0.0, -0.2], [0.1, 0.1, 0.2], [0.1, 0.0, 0.1], [0.0, 0.0, -0.1], [0.1, -0.2, -0.1], [-0.1, 0.0, -0.2], [0.1, -0.1, 0.1], [0.1, -0.1, -0.1], [-0.2, 0.1, 0.0], [0.1, 0.1, 0.1], [0.1, -0.3, 0.0], [0.0, 0.0, 0.0], [0.0, 0.1, 0.2], [0.0, 0.0, 0.0], [0.0, -0.1, 0.1], [0.1, 0.0, 0.0], [0.0, 0.0, -0.2], [0.1, 0.1, 0.1], [-0.2, 0.0, 0.0], [0.0, 0.0, -0.1], [0.3, 0.1, 0.1], [0.0, -0.1, 0.1], [0.0, -0.1, 0.0]]}

{"formula": "C9H11N3", "method": "wB97M-V/def2-TZVPD", "gap_ev": 5.91, "total_charge": 0, "spin_multiplicity": 1, "e_above_lowest_ev": 5.4108, "species": ["N", "N", "N", "C", "C", "C", "C", "C", "C", "C", "C", "C", "H", "H", "H", "H", "H", "H", "H", "H", "H", "H", "H"], "xyz": [[-2.188, -0.070, 0.136], [-1.293, -1.067, 0.152], [-1.407, 1.027, 0.092], [2.989, 0.153, -0.025], [-1.827, -2.524, 0.146], [1.101, -1.539, 0.090], [-2.114, 2.286, 0.077], [-0.059, -0.718, 0.037], [-0.044, 0.733, -0.072], [2.377, 1.407, -0.073], [0.991, 1.659, 0.002], [2.363, -1.127, -0.058], [-1.991, 2.908, -0.966], [-1.885, 3.085, 0.866], [-1.497, -3.010, -0.811], [-2.875, -2.568, 0.156], [3.996, 0.107, -0.270], [0.757, 2.774, -0.297], [3.189, 2.158, -0.303], [-1.423, -3.149, 0.948], [3.199, -1.914, 0.009], [-3.251, 1.981, 0.074], [0.892, -2.591, 0.088]], "forces_ev_per_angstrom": [[-0.6, -0.9, 0.2], [-3.0, -2.6, 0.0], [2.0, 0.2, -0.6], [-2.0, 1.0, -0.5], [2.4, 0.7, -1.2], [-0.1, -1.3, -0.6], [-2.0, 2.1, -2.2], [1.8, 3.3, -0.2], [-2.4, -1.1, 1.7], [1.2, -1.7, -0.5], [0.8, 4.0, -1.5], [2.3, -0.9, 1.4], [0.0, -1.8, 2.3], [0.0, -1.8, -0.7], [-0.2, 0.7, 0.8], [-1.3, 0.6, 0.2], [1.8, 0.2, -0.1], [0.0, -2.3, 0.9], [-1.7, -0.1, 0.6], [0.1, 0.7, 0.1], [-1.7, 0.7, -0.4], [2.3, 0.8, 0.3], [0.1, -0.5, 0.1]]}

{"formula": "C4H11N3O2", "method": "wB97M-V/def2-TZVPD", "gap_ev": 9.96, "total_charge": 0, "spin_multiplicity": 1, "e_above_lowest_ev": 0.4735, "smiles": "CN=C(N)N.CC(=O)O", "species": ["O", "O", "N", "N", "N", "C", "C", "C", "C", "H", "H", "H", "H", "H", "H", "H", "H", "H", "H", "H"], "xyz": [[0.910, 1.553, -0.669], [1.140, -0.426, -1.662], [0.986, 0.401, 2.268], [-1.235, -0.162, 2.614], [0.005, -1.137, 0.843], [0.766, 1.545, -3.014], [0.917, 0.882, -1.679], [-1.167, -1.875, 0.341], [-0.124, -0.369, 1.858], [-1.397, 0.668, 3.155], [-2.040, -0.701, 2.343], [-1.941, -2.108, 1.082], [-0.230, 1.984, -3.066], [-1.478, -1.390, -0.580], [0.886, -0.762, -0.765], [0.852, 0.903, -3.893], [0.747, 1.368, 2.054], [1.461, 2.372, -3.041], [1.763, 0.141, 1.675], [-0.822, -2.886, 0.135]], "forces_ev_per_angstrom": [[-0.3, -0.1, 0.1], [-0.6, -0.3, -0.5], [-0.5, 0.0, -0.1], [-0.7, -0.7, -0.3], [-0.7, -0.5, 0.0], [-0.4, -0.2, -0.5], [0.6, 0.6, 0.5], [1.3, -0.6, 0.8], [0.9, 0.8, -0.3], [0.4, -0.1, 0.0], [-0.1, 0.4, 0.1], [-0.4, 0.7, -0.2], [-0.1, 0.0, 0.2], [-0.6, -0.1, 0.1], [0.3, 0.1, 0.5], [0.3, -0.1, 0.3], [0.4, 0.0, 0.2], [0.2, 0.1, -0.2], [0.0, 0.1, -0.1], [0.1, -0.1, -0.6]]}

{"formula": "C7H12O4Pb", "method": "wB97M-V/def2-TZVPD", "gap_ev": [4.39, 5.75], "total_charge": -1, "s_squared": 0.77, "spin_multiplicity": 2, "species": ["Pb", "O", "O", "O", "O", "C", "C", "C", "C", "C", "C", "C", "H", "H", "H", "H", "H", "H", "H", "H", "H", "H", "H", "H"], "xyz": [[-0.273, -2.708, -2.542], [-2.078, -3.398, -1.549], [1.885, 2.395, 0.507], [2.073, 2.892, 2.698], [2.697, 4.351, 1.107], [-1.937, -1.037, -1.937], [0.868, -2.089, -0.202], [0.209, -0.872, -0.145], [2.244, 3.269, 1.525], [1.238, 1.186, 0.856], [0.934, 0.418, -0.422], [-2.701, -2.119, -1.209], [1.883, 0.587, 1.517], [-2.360, -4.117, -0.976], [1.867, 0.213, -0.967], [0.394, -2.972, 0.243], [-1.402, -0.078, -1.969], [-2.680, -2.019, -0.114], [-3.759, -2.192, -1.503], [0.306, 1.397, 1.406], [0.321, 1.050, -1.084], [-0.676, -0.817, 0.498], [1.946, -2.115, -0.389], [-2.693, -0.607, -2.619]], "forces_ev_per_angstrom": [[2.0, 0.8, -2.0], [-1.9, -0.7, 0.7], [-0.5, -1.0, -1.1], [-0.2, -0.5, -0.1], [-0.1, -0.5, -0.2], [-1.4, -0.2, -2.9], [-1.0, 0.9, 0.4], [1.8, -0.7, 1.6], [0.5, 1.5, 1.0], [0.3, 0.4, 0.5], [-0.3, -0.1, -0.6], [-0.1, 1.6, 1.8], [-0.2, 0.1, -0.1], [0.0, -0.1, 0.2], [-0.2, 0.0, 0.1], [0.5, 0.4, 0.0], [0.3, -0.6, 2.5], [0.1, -0.3, 0.0], [0.4, 0.2, -0.1], [0.2, -0.1, 0.0], [0.2, 0.1, 0.2], [-0.1, 0.0, -0.7], [-0.4, -0.2, -0.3], [0.2, -1.0, -0.9]]}

Number 1: energy -30574.01969 Eh. Number 2: energy -7784.16352 Eh. Number 3: energy -513.64116 Eh. Number 4: energy -473.78536 Eh. Number 5: energy -767.61083 Eh.